Record 1
{"formula": "C7H10F3IN2", "method": "the ωB97M-V functional and the def2-TZVPD basis", "de_lowest_kcal_mol": 0.0, "smiles": "C[C@@H]1C=C(I)N(CC(F)(F)F)N1C", "lumo_energy_ev": 0.3004, "e_homo_ev": -8.023, "largest_force_ev_per_a": 4.891, "multiplicity": 1, "elements": ["C", "C", "C", "C", "I", "N", "C", "C", "F", "F", "F", "N", "C", "H", "H", "H", "H", "H", "H", "H", "H", "H", "H"], "xyz": [[-0.86685, 0.33961, 1.82290], [-0.14616, -0.66044, 0.92691], [1.35076, -0.78040, 1.24880], [2.16994, -0.41606, 0.29611], [4.24294, -0.49813, 0.12029], [1.28532, 0.13684, -0.87348], [1.66223, 1.42268, -1.28791], [1.41383, 2.55172, -0.36064], [2.28714, 3.61396, -0.53174], [0.19563, 3.14610, -0.45550], [1.62058, 2.21837, 0.95081], [-0.06688, 0.04836, -0.38497], [-0.91546, -0.28266, -1.49223], [-1.83937, 0.39585, 1.39928], [-0.35401, 1.22716, 2.02918], [-1.14935, -0.14924, 2.83814], [-0.60931, -1.58394, 0.85154], [1.70614, -1.19456, 2.22826], [2.70865, 1.40942, -1.38975], [1.14455, 1.65177, -2.14774], [-1.90631, 0.29628, -1.45683], [-0.38565, 0.07912, -2.44038], [-1.20441, -1.38536, -1.57429]]}

Record 2
{"formula": "C7H10FI2N", "method": "the ωB97M-V functional and the def2-TZVPD basis", "de_lowest_kcal_mol": 96.5, "lumo_energy_ev": [-0.4809, -1.6731], "e_homo_ev": [-8.938, -7.865], "largest_force_ev_per_a": 3.343, "multiplicity": 1, "elements": ["C", "C", "C", "C", "C", "C", "C", "N", "F", "I", "I", "H", "H", "H", "H", "H", "H", "H", "H", "H", "H"], "xyz": [[0.39948, -0.67243, 0.10962], [-0.65780, 0.00056, -0.07561], [-1.99311, -0.73273, 0.00634], [-2.09132, -2.16480, 0.63787], [0.56241, 2.21342, -0.29965], [-0.82663, 1.48126, -0.37101], [3.88921, -0.38088, 0.39373], [-2.89113, -0.14516, -0.60406], [3.13904, -0.15362, -0.69318], [5.13661, -2.08978, 0.32747], [4.96360, 1.48402, 0.77280], [1.04931, -1.47287, 0.17508], [-2.61650, -2.96226, -0.08280], [-1.21540, -2.56032, 1.09614], [-2.79534, -2.01225, 1.39733], [0.32784, 3.26105, -0.35856], [1.20759, 2.19587, -1.21932], [0.98208, 1.78078, 0.56111], [-1.30217, 1.48472, -1.31113], [-1.48282, 2.05013, 0.32338], [-3.78497, -0.60472, -0.78556]]}

Record 3
{"formula": "C7H10IN3", "method": "the ωB97M-V functional and the def2-TZVPD basis", "de_lowest_kcal_mol": 61.9, "total_charge": 2, "lumo_energy_ev": [-9.8016, -10.2470], "e_homo_ev": [-15.460, -15.499], "largest_force_ev_per_a": 3.958, "multiplicity": 1, "elements": ["C", "C", "C", "C", "C", "C", "C", "N", "N", "N", "I", "H", "H", "H", "H", "H", "H", "H", "H", "H", "H"], "xyz": [[-0.60448, 2.27155, -0.87184], [0.06457, 1.06400, -0.97229], [-1.93224, 2.28167, -0.35525], [-1.79560, -0.11967, 0.12258], [-0.47734, -0.14417, -0.41056], [-2.50592, 1.05054, 0.11046], [2.17954, -0.49021, 1.03660], [3.30222, -0.68266, 0.55975], [0.34949, -1.14302, -0.44235], [0.05013, -2.38824, 0.14569], [-4.57510, 1.22310, 0.43908], [-0.13327, 3.19453, -1.24945], [1.09847, 1.24451, -1.50139], [-2.43993, 3.16529, -0.37757], [-2.29452, -0.93279, 0.62718], [1.91379, 0.46253, 1.67476], [4.16416, -0.22565, 0.73947], [3.62797, -1.53261, 0.06314], [0.91867, -2.60991, 0.83784], [0.07130, -3.15920, -0.67201], [-0.98192, -2.52960, 0.49616]]}

Record 4
{"formula": "C7H10N", "method": "the ωB97M-V functional and the def2-TZVPD basis", "de_lowest_kcal_mol": 94.2, "total_charge": 1, "lumo_energy_ev": -6.1009, "e_homo_ev": -15.197, "largest_force_ev_per_a": 4.844, "multiplicity": 1, "elements": ["C", "C", "C", "C", "C", "C", "C", "N", "H", "H", "H", "H", "H", "H", "H", "H", "H", "H"], "xyz": [[-0.52762, 0.70731, 0.29105], [0.58937, 1.88000, 0.48351], [-1.96088, -0.49137, -0.22495], [0.83002, 0.93043, -0.59973], [-0.79157, -0.74108, 0.66035], [0.39269, -1.35328, -0.02788], [1.62066, -0.30445, -0.24909], [-1.54034, 0.90464, -0.46454], [1.11224, 1.70891, 1.38522], [0.11915, 2.88779, 0.18570], [-2.08183, -1.11757, -1.01060], [-2.96796, -0.42895, 0.23812], [0.43400, 1.07058, -1.66092], [0.23392, -1.77778, -1.03263], [-0.75838, -0.88777, 1.72672], [0.88328, -2.04484, 0.51951], [2.32157, -0.64447, -0.98818], [2.09170, -0.29810, 0.76835]]}